Computed, not measured: a structure of composition C31H28FN4O3Pt, with the ωB97M-V functional and the def2-TZVPD basis.

As for the spin multiplicity: 1. The calculation puts the calculated total energy at -50663.9869 eV. As for the charge: +1. The HOMO energy is -0.3416 Ha.

CARTESIAN COORDINATES (ANGSTROEM)
Pt -1.802 -2.438 0.660
C -1.057 -3.456 -3.438
C -1.990 -4.465 -3.647
C -2.790 -4.878 -2.596
C -2.661 -4.272 -1.348
C -1.746 -3.234 -1.130
C -0.937 -2.847 -2.197
C -3.388 -4.684 -0.150
C -4.343 -5.724 -0.164
C -4.937 -6.112 0.991
C -4.570 -5.491 2.204
C -5.125 -5.903 3.436
C -4.734 -5.316 4.603
C -3.768 -4.294 4.570
C -3.218 -3.867 3.392
C -3.613 -4.450 2.172
N -3.062 -4.038 0.972
H -0.415 -3.144 -4.254
H -2.084 -4.932 -4.618
H -3.502 -5.676 -2.759
H -0.199 -2.070 -2.054
H -4.590 -6.196 -1.102
H -5.678 -6.902 1.002
H -5.859 -6.699 3.428
H -5.157 -5.633 5.547
H -3.450 -3.828 5.494
H -2.497 -3.066 3.391
C 1.043 4.560 2.656
C 1.829 3.265 2.787
N 1.225 2.162 2.031
C 0.407 1.307 2.676
C -0.269 0.268 2.107
C -1.172 -0.515 3.051
O -1.158 -0.176 4.228
O -1.883 -1.442 2.549
C -0.101 0.028 0.720
O -0.592 -0.908 0.047
C 0.746 0.985 -0.002
C 0.915 0.843 -1.381
C 1.715 1.711 -2.065
F 1.905 1.526 -3.388
C 2.361 2.778 -1.430
C 2.189 2.927 -0.068
C 1.397 2.032 0.665
N 3.194 3.706 -2.118
C 2.874 4.089 -3.486
C 3.745 5.305 -3.853
N 4.223 5.941 -2.581
C 5.189 5.040 -1.854
C 4.632 3.609 -1.920
H 1.527 5.351 3.228
H 0.033 4.431 3.044
H 0.963 4.883 1.617
H 1.858 2.947 3.827
H 2.866 3.378 2.470
H 0.270 1.457 3.740
H 0.421 0.031 -1.896
H 2.663 3.769 0.416
H 1.815 4.340 -3.541
H 3.069 3.304 -4.220
H 3.197 6.046 -4.429
H 4.638 5.022 -4.407
H 3.412 6.078 -1.976
H 4.648 6.850 -2.761
H 5.255 5.410 -0.833
H 6.160 5.141 -2.335
H 4.848 3.088 -0.991
H 5.112 3.047 -2.731

Forces on the atoms, in the same order (eV/Å):
-0.048 -0.012 0.064
-0.005 -0.004 0.000
0.003 0.006 -0.003
-0.007 -0.007 0.007
0.015 0.007 -0.002
0.001 -0.001 -0.030
0.003 0.002 -0.001
-0.011 -0.009 -0.006
0.001 -0.008 -0.004
0.002 0.014 -0.002
0.014 0.010 -0.003
0.000 0.000 0.009
-0.004 -0.005 -0.002
0.003 0.003 -0.011
0.007 0.012 0.023
-0.026 -0.017 0.008
0.044 0.045 -0.004
0.001 0.000 0.001
0.000 -0.001 0.001
-0.001 0.000 0.001
0.000 -0.001 0.002
-0.002 -0.004 0.001
0.000 0.001 -0.005
0.000 0.001 0.005
-0.001 -0.001 -0.002
0.003 0.001 -0.002
0.002 -0.005 -0.003
-0.002 -0.004 -0.002
-0.003 0.005 0.012
-0.004 0.006 0.014
-0.005 0.006 -0.033
-0.032 0.021 0.014
0.069 -0.074 0.039
-0.026 0.027 -0.014
-0.025 -0.012 -0.057
-0.022 -0.034 0.002
0.024 0.022 -0.001
0.031 0.028 -0.009
0.007 0.004 -0.006
0.003 -0.039 -0.017
0.013 0.027 -0.004
0.000 -0.032 0.022
-0.008 0.016 -0.016
-0.017 -0.026 0.011
-0.006 0.108 0.041
-0.013 -0.013 -0.011
-0.008 -0.020 -0.013
0.018 0.018 -0.008
-0.013 -0.005 0.014
0.014 -0.052 -0.043
0.001 -0.001 0.001
0.000 0.001 -0.001
0.002 -0.001 -0.001
0.007 -0.005 -0.001
-0.002 0.002 -0.006
0.005 0.004 0.001
-0.002 0.000 0.003
-0.003 0.002 -0.004
0.001 0.011 0.007
-0.002 -0.022 0.005
0.001 0.006 0.007
0.003 0.002 0.003
-0.002 -0.013 0.001
-0.006 0.002 0.007
0.007 0.005 -0.002
-0.003 -0.004 -0.009
0.002 0.014 0.006
0.004 -0.008 0.008